A cluster of 2 separate species, C2H4ClN3 in total at a distorted geometry. Source: the Open Molecules 2025 dataset; level of theory: the ωB97M-V functional and the def2-TZVPD basis.

The energy relative to the best compared isomer or geometry (same formula, charge and spin) is 100.3 kcal per mole. The LUMO energy (alpha / beta) is -0.66 / -1.09 eV. Its net charge is 0. Its HOMO-LUMO gap (alpha / beta) is 9.203 / 6.704 eV. As for the HOMO energy (alpha / beta): -9.86 / -7.79 eV.

Geometry as XYZ:
```
10
Properties=species:S:1:pos:R:3:mulliken_charge:R:1
C -1.735 0.975 -0.340 -0.468
C -0.114 -0.099 1.099 0.458
N -0.793 0.838 0.654 -0.309
N 0.456 -0.782 1.939 -0.260
N 1.015 -0.572 -1.371 -0.499
Cl 1.815 -1.736 1.940 -0.037
H -2.069 2.004 -0.450 0.305
H -1.699 0.151 -1.105 0.328
H 1.758 -1.190 -0.971 0.233
H 1.365 0.410 -1.394 0.250
```

A structure of composition CH4N2OSn at a distorted geometry. Source: the Open Molecules 2025 dataset; level of theory: the ωB97M-V functional and the def2-TZVPD basis.

The energy relative to the best compared isomer or geometry (same formula, charge and spin) is 22.3 kcal per mole. The LUMO energy is -12.57 eV. Its net charge is +2. Its HOMO-LUMO gap is 5.090 eV. As for the HOMO energy: -17.66 eV.

Geometry as XYZ:
```
9
Properties=species:S:1:pos:R:3:mulliken_charge:R:1
Sn 3.711 -2.940 11.468 1.743
C 1.456 -2.299 8.279 0.733
O 2.501 -2.659 8.870 -0.584
N 0.214 -2.324 8.781 -0.354
N 1.505 -2.003 6.963 -0.392
H -0.608 -2.013 8.295 0.229
H 0.258 -2.622 9.741 0.158
H 0.685 -2.031 6.383 0.228
H 2.446 -1.950 6.606 0.239
```

A structure of composition C2H2AuFO at a distorted geometry. Source: the Open Molecules 2025 dataset; level of theory: the ωB97M-V functional and the def2-TZVPD basis.

As for the multiplicity: 3. The energy relative to the best compared isomer or geometry (same formula, charge and spin) is 189.0 kcal per mole. The LUMO energy (alpha / beta) is -14.45 / -16.72 eV. Its net charge is +2. Its HOMO-LUMO gap (alpha / beta) is 8.327 / 6.278 eV. As for the HOMO energy (alpha / beta): -22.77 / -23.00 eV.

Geometry as XYZ:
```
7
Properties=species:S:1:pos:R:3:lowdin_spin:R:1
F 1.474 -0.626 0.720 0.064
O 0.758 0.767 0.572 0.823
Au 0.164 -0.532 -0.651 0.892
C -1.723 -0.219 -0.370 0.155
C -2.734 0.406 0.052 0.054
H -3.630 0.713 0.581 0.002
H -2.402 0.639 -1.137 0.009
```

Which value of net charge does entry 1 give? 0

Which value of net charge does entry 3 give? +2